No. 1
Below is an isolated ion of composition C3H9N3 and charge -1 in a non-equilibrium geometry, with properties calculated with ωB97M-V/def2-TZVPD.

Bonds (Å) are listed after each position.
CARTESIAN COORDINATES (ANGSTROEM)
1 C -0.35 0.69 1.57  C2 1.498, H7 1.088, H8 1.091, H9 1.100
2 C -0.13 -0.74 1.18  C1 1.498, N3 1.531, H10 1.093, H11 1.092
3 N -0.09 -1.16 -0.30  C2 1.531, C4 1.448, H12 1.008
4 C 0.00 -0.03 -1.20  N3 1.448, N5 1.367, N6 1.265
5 N 1.24 -0.03 -1.77  C4 1.367, H13 1.013, H14 1.012
6 N -1.05 0.61 -1.49  C4 1.265, H15 1.008
7 H 0.04 1.37 0.82  C1 1.088
8 H -1.40 0.90 1.78  C1 1.091
9 H 0.17 0.93 2.50  C1 1.100
10 H -0.85 -1.44 1.62  C2 1.093
11 H 0.88 -1.07 1.43  C2 1.092
12 H -0.91 -1.71 -0.48  N3 1.008
13 H 1.51 0.69 -2.42  N5 1.013
14 H 1.98 -0.53 -1.29  N5 1.012
15 H -1.04 1.51 -1.95  N6 1.008

Multiplicity = 2
Frontier orbital gap (spin up / spin down) = 3.1 / 9.2 eV
Expectation value of S² = 0.75
Energy = -7725.2479 eV
Net charge = -1
Energy relative to the best compared isomer or geometry (same formula, charge and spin) = 0.7603 eV

No. 2
Below is a 2-piece molecular cluster, C3H9N3 overall in a non-equilibrium geometry, with properties calculated with ωB97M-V/def2-TZVPD.

Bonds (Å) are listed after each position.
CARTESIAN COORDINATES (ANGSTROEM)
1 H -0.19 0.22 -1.43  N2 1.014
2 N -0.28 1.19 -1.71  H1 1.014, C3 1.269
3 C 0.54 1.50 -2.64  N2 1.269, N4 1.368, H5 1.088
4 N 0.93 2.78 -2.86  C3 1.368, H6 1.012, H7 1.004
5 H 1.10 0.75 -3.19  C3 1.088
6 H 0.35 3.47 -2.40  N4 1.012
7 H 1.88 3.12 -2.85  N4 1.004
8 C 0.80 -1.90 2.49  C9 1.343, H11 1.077, H12 1.084
9 C -0.49 -2.20 2.71  C8 1.343, N10 1.374, H13 1.084
10 N -1.52 -1.48 2.16  C9 1.374, H14 1.005, H15 1.001
11 H 1.57 -2.63 2.68  C8 1.077
12 H 1.04 -0.89 2.16  C8 1.084
13 H -0.73 -3.03 3.37  C9 1.084
14 H -1.34 -1.02 1.28  N10 1.005
15 H -2.49 -1.67 2.35  N10 1.001

Frontier orbital gap = 8.9 eV
Energy = -7725.7360 eV
Net charge = 0
Energy relative to the best compared isomer or geometry (same formula, charge and spin) = 1.8379 eV
SMILES = [H]/N=C/N.C=CN

No. 3
Below is a single C3H9N3 molecule in a non-equilibrium geometry, with properties calculated with ωB97M-V/def2-TZVPD.

Bonds (Å) are listed after each position.
CARTESIAN COORDINATES (ANGSTROEM)
1 C 1.76 -0.87 0.07  N4 1.407, H7 1.147, H8 0.988, H9 1.111
2 C -2.13 -0.80 -0.03  N5 1.433, H10 1.097, H11 1.074, H12 1.098
3 C 0.37 1.65 -0.14  N6 1.446, H13 1.199, H14 1.168, H15 1.065
4 N 0.35 -0.82 0.05  C1 1.407, N6 1.291
5 N -1.55 0.51 -0.13  C2 1.433, N6 1.343
6 N -0.23 0.33 -0.05  C3 1.446, N4 1.291, N5 1.343
7 H 2.08 -1.94 -0.17  C1 1.147
8 H 2.26 -0.28 -0.55  C1 0.988
9 H 2.17 -0.65 1.08  C1 1.111
10 H -1.70 -1.48 -0.79  C2 1.097
11 H -1.77 -1.07 0.94  C2 1.074
12 H -3.22 -0.74 0.02  C2 1.098
13 H 1.10 1.92 0.77  C3 1.199
14 H 1.02 1.97 -1.06  C3 1.168
15 H -0.49 2.27 -0.01  C3 1.065

Frontier orbital gap = 9.1 eV
Energy = -7723.3644 eV
Net charge = 0
Energy relative to the best compared isomer or geometry (same formula, charge and spin) = 4.2096 eV

No. 4
Below is a single C3H9N3 molecule in a non-equilibrium geometry, with properties calculated with ωB97M-V/def2-TZVPD.

Bonds (Å) are listed after each position.
CARTESIAN COORDINATES (ANGSTROEM)
1 H 0.18 2.71 -1.19  N2 1.018
2 N 1.03 2.18 -1.00  H1 1.018, C3 1.282
3 C 0.78 0.94 -0.77  N2 1.282, N4 1.443, N5 1.412
4 N 1.89 0.02 -0.82  C3 1.443, H8 1.021, H9 1.015
5 N -0.32 0.54 0.01  C3 1.412, C6 1.479, H10 1.007
6 C -0.91 -0.81 -0.14  N5 1.479, C7 1.541, H11 1.096, H12 1.108
7 C -1.34 -1.28 1.27  C6 1.541, H13 1.087, H14 1.088, H15 1.092
8 H 2.45 0.40 -0.06  N4 1.021
9 H 2.42 0.23 -1.66  N4 1.015
10 H -0.11 0.99 0.88  N5 1.007
11 H -0.06 -1.31 -0.61  C6 1.096
12 H -1.79 -0.68 -0.80  C6 1.108
13 H -0.59 -1.91 1.74  C7 1.087
14 H -2.36 -1.65 1.27  C7 1.088
15 H -1.27 -0.37 1.88  C7 1.092

Frontier orbital gap = 10.1 eV
Energy = -7725.9690 eV
Net charge = 0
Energy relative to the best compared isomer or geometry (same formula, charge and spin) = 1.6050 eV
SMILES = [H]/N=C(/N)NCC

No. 5
Below is a single C3H9N3 molecule in a non-equilibrium geometry, with properties calculated with ωB97M-V/def2-TZVPD.

Bonds (Å) are listed after each position.
CARTESIAN COORDINATES (ANGSTROEM)
1 C -1.27 -0.21 0.71  N4 1.466, H8 1.093, H9 1.088, H10 1.093
2 C -0.68 0.29 -1.64  N4 1.474, H7 1.084, H11 1.094, H12 1.092
3 C 1.69 0.21 0.99  N6 1.466, H13 1.095, H14 1.094, H15 1.094
4 N -0.31 -0.37 -0.38  C1 1.466, C2 1.474, N5 1.385, N6 1.730
5 N 0.56 -1.45 -0.40  N4 1.385, N6 1.420
6 N 1.42 -0.32 -0.35  C3 1.466, N4 1.730, N5 1.420
7 H 0.08 0.08 -2.38  C2 1.084
8 H -1.01 0.64 1.34  C1 1.093
9 H -1.25 -1.12 1.31  C1 1.088
10 H -2.27 -0.04 0.31  C1 1.093
11 H -1.64 -0.11 -1.98  C2 1.094
12 H -0.78 1.37 -1.50  C2 1.092
13 H 1.55 1.30 1.03  C3 1.095
14 H 2.76 0.01 1.14  C3 1.094
15 H 1.14 -0.29 1.79  C3 1.094

Frontier orbital gap (spin up / spin down) = 8.0 / 8.0 eV
Energy = -7721.5627 eV
Net charge = 0
Energy relative to the best compared isomer or geometry (same formula, charge and spin) = 6.0113 eV

No. 6
Below is a 2-piece molecular cluster, C3H9N3 overall in a non-equilibrium geometry, with properties calculated with ωB97M-V/def2-TZVPD.

Bonds (Å) are listed after each position.
CARTESIAN COORDINATES (ANGSTROEM)
1 H -4.35 1.06 -0.42  N2 1.014
2 N -3.47 1.54 -0.53  H1 1.014, C3 1.270
3 C -2.44 0.81 -0.32  N2 1.270, N4 1.365, H5 1.101
4 N -1.20 1.38 -0.28  C3 1.365, H6 1.008, H7 1.013
5 H -2.46 -0.25 -0.02  C3 1.101
6 H -1.18 2.38 -0.41  N4 1.008
7 H -0.47 1.00 0.30  N4 1.013
8 H 0.94 -0.77 1.86  N9 1.021
9 N 0.59 -0.43 0.95  H8 1.021, C10 1.261
10 C 1.33 -0.65 -0.04  N9 1.261, C11 1.495, H12 1.121
11 C 2.69 -1.29 -0.01  C10 1.495, H13 1.090, H14 1.089, H15 1.091
12 H 0.94 -0.42 -1.07  C10 1.121
13 H 3.43 -0.64 -0.48  C11 1.090
14 H 2.66 -2.24 -0.54  C11 1.089
15 H 2.99 -1.49 1.01  C11 1.091

Frontier orbital gap = 9.5 eV
Energy = -7726.5758 eV
Net charge = 0
Energy relative to the best compared isomer or geometry (same formula, charge and spin) = 0.9982 eV
SMILES = [H]/N=C/N.[H]/N=C\C

No. 7
Below is a single C3H9N3 molecule in a non-equilibrium geometry, with properties calculated with ωB97M-V/def2-TZVPD.

Bonds (Å) are listed after each position.
CARTESIAN COORDINATES (ANGSTROEM)
1 H 2.31 -0.46 2.39  N2 1.017
2 N 1.86 -0.95 1.61  H1 1.017, C3 1.297
3 C 0.92 -0.20 1.14  N2 1.297, N4 1.408, N5 1.372
4 N 0.46 0.90 1.89  C3 1.408, H8 0.997, H9 0.999
5 N 0.43 -0.36 -0.13  C3 1.372, C6 1.476, H10 1.005
6 C -0.94 -0.06 -0.59  N5 1.476, C7 1.525, H11 1.096, H12 1.107
7 C -1.06 -0.28 -2.09  C6 1.525, H13 1.087, H14 1.089, H15 1.089
8 H 0.93 0.82 2.76  N4 0.997
9 H -0.22 1.45 1.39  N4 0.999
10 H 1.17 -0.37 -0.82  N5 1.005
11 H -1.66 -0.66 -0.02  C6 1.096
12 H -1.06 0.96 -0.17  C6 1.107
13 H -2.04 0.05 -2.43  C7 1.087
14 H -0.34 0.43 -2.50  C7 1.089
15 H -0.75 -1.27 -2.41  C7 1.089

Frontier orbital gap = 9.6 eV
Energy = -7726.3978 eV
Net charge = 0
Energy relative to the best compared isomer or geometry (same formula, charge and spin) = 1.1762 eV
SMILES = [H]/N=C(\N)NCC

No. 8
Below is a 2-piece molecular cluster, C3H9N3 overall in a non-equilibrium geometry, with properties calculated with ωB97M-V/def2-TZVPD.

Bonds (Å) are listed after each position.
CARTESIAN COORDINATES (ANGSTROEM)
1 H -0.29 2.10 0.07  N2 1.016
2 N 0.64 1.72 -0.08  H1 1.016, C3 1.286
3 C 0.73 0.44 0.02  N2 1.286, C4 1.512, N5 1.429
4 C 0.96 -0.32 1.30  C3 1.512, H6 1.089, H7 1.089, H8 1.090
5 N 1.24 -0.26 -1.12  C3 1.429, H9 1.011, H10 1.012
6 H 0.07 -0.23 1.92  C4 1.089
7 H 1.08 -1.39 1.13  C4 1.089
8 H 1.86 0.03 1.81  C4 1.090
9 H 1.40 0.32 -1.93  N5 1.011
10 H 2.02 -0.88 -0.97  N5 1.012
11 C -1.99 -0.01 -0.12  N12 1.300, H13 1.085, H14 1.093
12 N -1.49 -1.12 -0.58  C11 1.300, H15 1.020
13 H -2.37 -0.03 0.89  C11 1.085
14 H -2.42 0.78 -0.74  C11 1.093
15 H -1.42 -1.15 -1.60  N12 1.020

Frontier orbital gap = 9.3 eV
Energy = -7724.7767 eV
Net charge = 0
Energy relative to the best compared isomer or geometry (same formula, charge and spin) = 2.7973 eV
SMILES = [H]/N=C(\C)N.C=N